The following is a DFT calculation (wB97M-V/def2-TZVPD) of one molecule with the formula C5H8N2 in a non-equilibrium geometry.

XYZ file:
```
15
Properties=species:S:1:pos:R:3:nbo_charge:R:1
C -2.19785 -0.47796 0.11623 -0.514
C -0.99159 -1.08052 -0.12906 0.029
C 0.34734 0.85830 0.52080 -0.025
C 0.24546 1.87187 -0.32296 -0.384
C 1.46298 -1.11760 0.02599 0.288
H -2.44050 0.62310 0.15943 0.218
H -3.05797 -1.06267 -0.13119 0.206
H -0.88490 -2.09019 -0.45098 0.204
H 0.70776 0.82503 1.57050 0.214
H -0.16243 1.70618 -1.30538 0.214
H 0.29432 2.86521 0.04036 0.210
H 1.31668 -2.23566 0.00524 0.162
H 2.46958 0.39940 -0.05909 0.329
N 0.25397 -0.50238 0.04561 -0.487
N 2.63715 -0.58210 -0.08551 -0.664
```

Summary:
ΔE to the lowest compared entry with this formula, charge and spin, eV: 2.444
Multiplicity: 1
LUMO, eV: 0.990

=====

The following is a DFT calculation (wB97M-V/def2-TZVPD) of one molecule with the formula CHN3OS in a non-equilibrium geometry.

XYZ file:
```
7
Properties=species:S:1:pos:R:3:nbo_charge:R:1
C 0.09874 -0.86004 0.04759 0.497
N -0.23145 1.41884 0.04353 0.033
N 0.97478 1.43659 0.02735 -0.289
N -0.77866 0.18302 0.02706 -0.479
O -0.06881 -2.01105 0.03291 -0.556
S 1.74462 -0.09725 0.02466 0.363
H -1.73922 -0.07012 -0.20311 0.430
```

Summary:
ΔE to the lowest compared entry with this formula, charge and spin, eV: 1.466
Multiplicity: 1
LUMO, eV: 0.665

=====

The following is a DFT calculation (wB97M-V/def2-TZVPD) of C5H13N3 as an isolated structure in a non-equilibrium geometry.

XYZ file:
```
21
Properties=species:S:1:pos:R:3:nbo_charge:R:1
C -0.03045 -1.24888 -1.63019 -0.175
C 0.50373 1.41749 1.56231 -0.653
C 0.19961 0.65370 -1.83233 -0.665
N -0.82407 -1.41796 -0.48590 -0.617
C -0.70326 -0.54047 0.58261 0.261
C 0.47528 0.15037 0.74799 0.067
N -1.90688 -0.06917 1.15342 -0.832
N 1.72849 -0.51436 0.53853 -0.856
H -1.78961 -1.64207 -0.69192 0.370
H -2.75986 -0.43931 0.75518 0.368
H -1.91828 -0.08414 2.16328 0.378
H 2.52682 0.07497 0.74270 0.367
H 1.78172 -1.37633 1.07029 0.373
H 1.00907 -1.48422 -1.44212 0.210
H -0.47044 -1.72952 -2.50145 0.197
H 0.48416 1.20205 2.63415 0.204
H 1.42185 1.96339 1.35625 0.203
H -0.34523 2.05859 1.34106 0.227
H -0.81548 1.03899 -1.91068 0.187
H 0.61238 0.60563 -2.83707 0.185
H 0.82045 1.38125 -1.31613 0.202
```

Summary:
ΔE to the lowest compared entry with this formula, charge and spin, eV: 2.757
Multiplicity: 1
LUMO, eV: 0.959

=====

The following is a DFT calculation (wB97M-V/def2-TZVPD) of C39H39N5NaO2 as an isolated structure.

XYZ file:
```
86
Properties=species:S:1:pos:R:3:lowdin_charge:R:1
Na -0.20036 1.73366 -1.46577 0.362
O -3.84389 6.30223 3.42940 -0.050
C -3.31102 5.24831 3.82060 -0.699
O -3.40423 4.64203 4.90337 -0.051
C -2.39332 4.56431 2.78049 -0.092
C -1.72874 3.38496 3.07317 0.044
C -0.90679 2.81173 2.10999 -0.216
N -0.75464 3.31380 0.88836 0.164
C -1.39559 4.44993 0.60269 -0.195
C -2.20089 5.11079 1.52137 0.046
C -1.19113 4.95923 -0.79078 -0.201
C -1.52725 6.24572 -1.20130 -0.011
C -1.34173 6.59244 -2.52885 -0.069
C -0.84536 5.65066 -3.41856 -0.057
C -0.54680 4.38854 -2.93043 -0.104
N -0.70744 4.06362 -1.64430 0.083
C -0.10504 1.59783 2.44779 -0.222
C -0.67324 0.55862 3.18549 -0.020
C 0.10940 -0.52850 3.52616 -0.076
C 1.44146 -0.54363 3.13714 -0.079
C 1.91579 0.53470 2.40718 -0.155
N 1.17001 1.57752 2.05613 0.139
H -1.84083 2.96996 4.06628 0.118
H -2.72759 6.02973 1.30609 0.110
H -1.91686 6.96596 -0.49786 0.108
H -1.59410 7.59063 -2.86480 0.103
H -0.70253 5.87431 -4.46675 0.101
H -0.19061 3.59635 -3.58119 0.072
H -1.71556 0.60778 3.47037 0.116
H -0.31345 -1.35099 4.09043 0.099
H 2.09680 -1.36722 3.38877 0.094
H 2.95062 0.55822 2.07382 0.103
C -1.04602 0.11673 -3.87605 -0.212
C -0.99090 1.35599 -4.55206 -0.218
C 0.35776 1.60826 -4.87897 -0.225
C 1.13235 0.52465 -4.41052 -0.203
C 0.26328 -0.39795 -3.79857 -0.217
H -1.94313 -0.37788 -3.52396 0.066
H -1.83528 1.98761 -4.79692 0.070
H 0.73230 2.47207 -5.41468 0.066
H 2.20486 0.41519 -4.51470 0.063
H 0.54881 -1.34489 -3.35652 0.070
C 5.43501 -2.38655 0.70466 -0.044
C 4.41153 -2.88074 -0.32667 -0.558
C 5.11900 -3.15428 -1.66011 -0.042
C 3.80606 -4.18972 0.17974 -0.066
C 3.35609 -1.79891 -0.53809 -0.157
C 3.72601 -0.53361 -0.98403 -0.006
C 2.75214 0.42360 -1.19309 -0.093
N 1.45877 0.21425 -0.96640 0.100
C 1.08941 -0.98129 -0.52054 -0.205
C 2.00455 -2.00796 -0.30899 0.044
C -0.37543 -1.15718 -0.23300 -0.179
C -0.88127 -2.32963 0.32043 0.050
C -2.22882 -2.43483 0.63080 -0.155
C -3.02553 -1.32983 0.34689 -0.004
C -2.44932 -0.20754 -0.21358 -0.088
N -1.15278 -0.11257 -0.49791 0.104
C -2.83882 -3.67853 1.27158 -0.557
C -3.92671 -4.23681 0.34559 -0.043
C -1.80125 -4.77336 1.51969 -0.066
C -3.46178 -3.28701 2.61850 -0.040
H 6.18310 -3.16077 0.88790 0.084
H 4.94811 -2.14782 1.65221 0.086
H 5.95344 -1.49154 0.35954 0.078
H 5.89007 -3.91619 -1.52495 0.084
H 5.59652 -2.25603 -2.05196 0.079
H 4.40969 -3.50987 -2.40920 0.094
H 4.60335 -4.91733 0.34157 0.085
H 3.10653 -4.61591 -0.54176 0.089
H 3.28377 -4.05305 1.12874 0.085
H 4.75941 -0.28820 -1.19043 0.111
H 3.01768 1.39702 -1.58780 0.121
H 1.65811 -2.96963 0.03199 0.092
H -0.21653 -3.15184 0.52721 0.091
H -4.08610 -1.32800 0.56107 0.113
H -3.05398 0.66300 -0.44105 0.123
H -3.50615 -4.51858 -0.62121 0.093
H -4.71620 -3.50627 0.16801 0.079
H -4.38131 -5.12232 0.79546 0.085
H -1.35219 -5.12273 0.58799 0.088
H -2.28535 -5.62686 1.99769 0.085
H -1.00365 -4.43048 2.18174 0.085
H -4.25820 -2.55259 2.49504 0.081
H -2.70957 -2.85591 3.28187 0.083
H -3.88655 -4.16860 3.10328 0.085
```

Summary:
ΔE to the lowest compared entry with this formula, charge and spin, eV: 0.985
Multiplicity: 1
Net charge: -1
LUMO, eV: 1.741

=====

What is the multiplicity in the first record? 1

=====

Among the records above, which one has the highest ΔE to the lowest compared entry with this formula, charge and spin? C5H13N3

=====

multiplicity of number 1 (C5H8N2)? 1